(1)
Density functional theory data (the ωB97M-V functional and the def2-TZVPD basis) for a structure of composition C50H40IN2O3P2Re.

CARTESIAN COORDINATES (ANGSTROEM)
Re  -0.29256  0.57660  -0.13488
C  3.38977  0.77260  -3.19914
C  2.06482  0.37992  -3.74357
N  1.98234  0.07310  -5.00073
C  0.86691  -0.30421  -5.59469
C  -0.33342  -0.38022  -4.90915
C  -1.55904  -0.87903  -5.65781
O  -2.72597  -0.12710  -5.44800
C  -0.34482  -0.02943  -3.53432
C  -1.60402  -0.00670  -2.85812
N  -1.90588  0.08056  -1.59799
C  -3.28342  0.05509  -1.28294
C  -4.24577  -0.47783  -2.15921
C  -5.59734  -0.41510  -1.88076
C  -6.05169  0.15997  -0.70355
C  -5.13058  0.64952  0.20647
C  -3.77805  0.57318  -0.08259
I  -2.41981  1.32233  1.37062
C  0.88621  0.34477  -2.90019
O  0.97587  0.64569  -1.65879
H  4.14418  0.67891  -3.97631
H  3.66886  0.15380  -2.34778
H  3.35624  1.81007  -2.86417
H  0.93893  -0.51926  -6.65035
H  -1.78487  -1.88820  -5.29021
H  -1.32360  -0.96397  -6.72173
H  -2.76731  0.63056  -6.04415
H  -2.43102  -0.05147  -3.56473
H  -3.95222  -0.97400  -3.07163
H  -6.30130  -0.80509  -2.60079
H  -7.10879  0.22912  -0.49696
H  -5.45962  1.08985  1.13618
O  2.23349  -0.70021  1.78188
C  2.05575  -2.03023  2.08187
C  2.96651  -2.87857  2.71193
C  2.60231  -4.16672  3.06475
C  1.34541  -4.66381  2.76029
C  0.47720  -3.87793  2.02894
C  0.82253  -2.57234  1.69099
P  -0.36009  -1.77529  0.56916
C  -0.14485  -2.80569  -0.91346
C  -0.95235  -3.90010  -1.21236
C  -0.70510  -4.63837  -2.35727
C  0.35548  -4.31576  -3.18676
C  1.20588  -3.26993  -2.85295
C  0.95604  -2.51686  -1.72039
C  -1.97092  -2.07645  1.34221
C  -3.10788  -2.39356  0.60207
C  -4.32321  -2.55844  1.24389
C  -4.42524  -2.34784  2.60956
C  -3.30155  -1.99367  3.34581
C  -2.07671  -1.86469  2.72101
C  2.80888  0.20470  2.64495
C  3.81540  -0.02588  3.58483
C  4.24977  0.98994  4.41866
C  3.71002  2.26572  4.33889
C  2.75899  2.52531  3.37196
C  2.29879  1.50897  2.54130
P  1.14606  2.03395  1.24059
C  2.35550  3.05497  0.33918
C  3.41613  2.35045  -0.23639
C  4.47013  3.03255  -0.81318
C  4.47155  4.42106  -0.83091
C  3.41704  5.11854  -0.26122
C  2.36467  4.44549  0.33612
C  0.00879  3.15322  2.10759
C  -0.32591  2.91557  3.44273
C  -1.27253  3.70913  4.06768
C  -1.90448  4.72445  3.36650
C  -1.61114  4.93245  2.02677
C  -0.66384  4.14859  1.39431
H  3.98021  -2.57393  2.90248
H  3.31124  -4.79085  3.58467
H  1.05541  -5.65764  3.05908
H  -0.48712  -4.26859  1.73804
H  -1.75057  -4.20206  -0.55463
H  -1.34171  -5.47745  -2.59175
H  0.53699  -4.89757  -4.07689
H  2.06465  -3.05501  -3.47059
H  1.62327  -1.71472  -1.42935
H  -3.04498  -2.52902  -0.46679
H  -5.18982  -2.85025  0.67227
H  -5.37842  -2.46233  3.10034
H  -3.38539  -1.82813  4.40800
H  -1.19579  -1.61207  3.29606
H  4.29303  -0.98232  3.68504
H  5.03098  0.78099  5.13381
H  4.02830  3.04580  5.01222
H  2.34122  3.51724  3.27995
H  3.40236  1.26847  -0.20964
H  5.29982  2.48661  -1.23503
H  5.29074  4.95865  -1.28567
H  3.40988  6.19687  -0.26854
H  1.57123  5.01841  0.78897
H  0.17428  2.13627  4.00037
H  -1.50070  3.54659  5.10904
H  -2.61503  5.36105  3.86687
H  -2.11767  5.70902  1.47559
H  -0.44595  4.30925  0.34651

Forces on atoms 1 to 3 (eV/Å):
Re 0.174 -0.832 -1.896
C 0.108 0.236 0.073
C -0.872 0.023 1.339

energy above the lowest of the compared OMol25 structures with the same formula, charge and spin: 32.7 kcal per mole
max |F|: 0.0766 Eh/bohr
HOMO level (alpha / beta): -0.5829 / -0.5830 hartree
charge: +3
spin multiplicity: 4
<S²>: 3.79

=====

(2)
Density functional theory data (the ωB97M-V functional and the def2-TZVPD basis) for a structure of composition C41H47N3O8PPdS.

CARTESIAN COORDINATES (ANGSTROEM)
Pd  0.47922  0.30647  0.63112
O  -5.11313  -0.70826  2.71828
S  -4.43419  -0.91183  1.47836
O  -5.14753  -0.06043  0.40336
N  -2.90894  -0.69905  1.38082
C  -2.25508  -1.81369  0.89798
O  -1.06601  -1.90187  0.59933
C  -3.23030  -2.96597  0.66698
C  -2.94583  -4.24494  0.22002
C  -4.01249  -5.11934  0.04952
C  -5.32590  -4.71972  0.31477
C  -5.61052  -3.43297  0.76180
C  -4.53405  -2.58632  0.92546
H  -1.92341  -4.53123  0.01230
H  -3.82580  -6.12872  -0.29366
H  -6.13592  -5.42234  0.16905
H  -6.62189  -3.11413  0.97088
N  -0.21735  0.75904  10.54783
C  -0.12548  0.69780  9.40148
C  -0.00782  0.62044  7.97528
C  -0.96447  1.22485  7.15762
C  -0.84715  1.14815  5.78560
C  0.22501  0.46695  5.18796
C  1.17592  -0.13525  6.02603
C  1.06459  -0.06129  7.39865
C  0.33482  0.39621  3.77408
C  0.39271  0.37265  2.56004
H  -1.79658  1.75141  7.60656
H  -1.58483  1.61053  5.14432
H  2.00456  -0.66194  5.57257
H  1.80415  -0.52958  8.03501
C  -4.12842  1.72113  -2.48731
N  -3.59464  0.77020  -1.50480
C  -3.64688  -0.55085  -2.13034
C  -2.18604  1.06019  -1.16873
C  -1.90967  2.08385  -0.09161
C  -2.78620  3.13746  0.16945
C  -2.46739  4.14226  1.06825
C  -1.24499  4.10368  1.71035
C  -0.40111  3.02182  1.51219
C  -0.71523  1.97182  0.64716
H  -5.20807  1.59117  -2.58421
H  -3.66446  1.55426  -3.46981
H  -3.92103  2.74339  -2.19693
H  -4.53333  0.16688  -0.38167
H  -3.02339  -0.58251  -3.03412
H  -4.67596  -0.78972  -2.40527
H  -3.27763  -1.31321  -1.44876
H  -1.65709  1.34018  -2.09230
H  -1.73091  0.12199  -0.86037
H  -3.75710  3.17155  -0.29857
H  -3.17253  4.94053  1.26104
H  -0.96295  4.88854  2.40126
H  0.51943  2.97093  2.08163
C  5.69611  1.14753  2.29247
C  4.31803  0.97911  1.69653
O  4.32694  -0.20591  0.87823
P  2.84497  -0.71850  0.41196
O  2.57080  -2.01656  1.33882
C  3.54066  -3.03788  1.55789
C  4.07575  -2.93870  2.97182
O  3.29657  -1.50779  -0.93346
C  4.16044  -0.89490  -1.89637
C  5.45257  -1.67914  -1.97445
H  5.74098  2.06560  2.87730
H  6.44794  1.20107  1.50482
H  5.94316  0.31049  2.94528
H  4.04629  1.83718  1.07654
H  3.55860  0.88227  2.47904
H  4.34302  -2.96338  0.82055
H  3.03015  -3.99106  1.40303
H  4.62718  -2.00865  3.10441
H  4.74355  -3.77390  3.18924
H  3.25221  -2.95602  3.68448
H  4.34084  0.14874  -1.64041
H  3.63191  -0.89964  -2.85248
H  5.96901  -1.64808  -1.01534
H  6.10715  -1.25501  -2.73728
H  5.25594  -2.72034  -2.22916
C  -0.21630  1.29874  -7.78000
C  0.16495  1.19799  -6.32742
C  0.36307  2.33304  -5.55522
C  0.74428  2.25487  -4.21912
C  0.90556  3.52691  -3.43025
C  0.91486  0.99905  -3.63004
C  0.69460  -0.16078  -4.38214
C  0.87588  -1.54754  -3.81772
C  0.33569  -0.03834  -5.72107
C  1.30528  0.93681  -2.16194
O  2.27407  1.58158  -1.75947
O  0.53556  0.22100  -1.45723
H  -0.46291  2.32512  -8.05038
H  -1.08004  0.67176  -8.00807
H  0.60212  0.97163  -8.42503
H  0.21513  3.31098  -5.99983
H  0.66121  4.38679  -4.05360
H  1.91872  3.62629  -3.04571
H  0.24759  3.53216  -2.55860
H  0.54645  -1.60800  -2.78401
H  1.93028  -1.83649  -3.83696
H  0.32770  -2.26967  -4.42399
H  0.17474  -0.94159  -6.30159

Forces on atoms 1 to 3 (eV/Å):
Pd 1.086 1.144 -0.466
O 0.079 0.071 -0.101
S -0.223 -0.158 0.037

energy above the lowest of the compared OMol25 structures with the same formula, charge and spin: 17.3 kcal per mole
max |F|: 0.0332 Eh/bohr
HOMO level: -0.1795 hartree
charge: -1

=====

(3)
Density functional theory data (the ωB97M-V functional and the def2-TZVPD basis) for a cluster of 2 separate species, C5H11NO in total.

CARTESIAN COORDINATES (ANGSTROEM)
N  0.77880  2.09801  -1.22297
C  1.30125  0.80619  -1.39191
C  -0.97280  -1.97531  1.90772
C  0.10958  -1.33054  1.62010
C  0.60144  -0.89347  0.28050
C  1.18131  0.22627  -0.03833
H  1.13364  2.63410  -0.40525
H  0.40800  2.67158  -1.98682
H  0.66428  0.21225  -2.04571
H  2.24638  0.67908  -1.79899
H  -1.35985  -2.43461  2.82686
H  -1.48935  -2.31305  0.96747
H  0.73111  -1.07136  2.41418
H  0.08466  -1.42231  -0.48913
H  1.64156  0.94574  0.57885
H  -1.82469  0.54542  0.01332
H  -3.04447  0.46652  -0.47409
O  -2.19086  0.15551  -0.75580

Forces on atoms 1 to 3 (eV/Å):
N -0.599 2.938 0.540
C -2.257 -1.641 -0.280
C -2.604 -2.531 -2.182

energy above the lowest of the compared OMol25 structures with the same formula, charge and spin: 77.2 kcal per mole
max |F|: 0.0824 Eh/bohr
HOMO level: -0.3253 hartree
charge: 0
structure (SMILES): C=C/C=C/CN.O

=====

- What is the formula in the first record?
  C50H40IN2O3P2Re

=====

- Which of these has the lowest energy above the lowest of the compared OMol25 structures with the same formula, charge and spin?
  C41H47N3O8PPdS